Formula: C5H10O2
Source: OMol25
Level of theory: the ωB97M-V functional and the def2-TZVPD basis

The geometry in XYZ format:
```
17
Properties=species:S:1:pos:R:3:forces:R:3:lowdin_charge:R:1
C 1.880121 0.551632 -0.441883 -0.36 1.17 1.12 0.03
C 0.968552 -0.356183 -0.009905 -0.04 1.40 -0.30 -0.39
O 1.370292 -1.615388 -0.296624 1.01 0.76 -1.53 0.00
C -0.474303 -0.185115 0.387681 0.02 0.31 -0.22 -0.58
C -0.744336 1.204428 0.936907 -0.06 0.06 0.03 -0.02
C -1.318825 -0.466102 -0.863856 -0.12 -0.02 -0.04 -0.01
O -0.772812 -1.121941 1.411017 0.25 -0.22 -0.04 0.01
H 1.874291 -0.976201 -1.032877 -0.10 -3.70 0.86 0.16
H 2.944664 0.300239 -0.368241 -0.39 -0.07 -0.48 0.09
H 1.624932 1.575743 -0.619966 0.02 0.44 0.27 0.06
H -0.099159 1.416387 1.793753 -0.09 -0.05 -0.12 0.10
H -1.788210 1.264876 1.254340 0.10 0.00 -0.02 0.09
H -0.572458 1.963111 0.166145 -0.04 -0.12 0.14 0.09
H -2.376962 -0.412469 -0.596539 0.08 -0.01 -0.03 0.09
H -1.098589 -1.466220 -1.250944 -0.05 0.14 0.08 0.09
H -1.112327 0.263764 -1.656239 -0.02 -0.11 0.18 0.10
H -0.304874 -1.940558 1.187239 -0.19 0.01 0.08 0.10
```
Forces are in eV/Å.

Computed properties:
maximum force	3.8	eV/A
SMILES	C=C(O)C(C)(C)O
energy above the lowest of the compared OMol25 structures with the same formula, charge and spin	74.5	kcal per mole
HOMO	-0.336	Eh
net charge	0

=====

Formula: C5H10O2
Source: OMol25
Level of theory: the ωB97M-V functional and the def2-TZVPD basis

The geometry in XYZ format:
```
17
Properties=species:S:1:pos:R:3:forces:R:3:lowdin_charge:R:1
C -2.157441 0.051482 0.520212 -0.16 -0.01 0.13 -0.09
O -1.177165 -0.122967 -0.480170 0.02 -0.02 0.02 -0.16
C -0.165634 0.842659 -0.498399 -0.04 0.18 -0.06 -0.30
C 0.647857 1.136206 0.732868 -0.02 0.05 0.16 -0.05
C 1.226012 0.315373 -0.390367 0.30 -0.13 -0.06 -0.21
C 1.370676 -1.176830 -0.192988 0.03 0.15 0.26 -0.24
O 1.178985 -1.881710 -1.401574 -0.14 -0.02 -0.13 -0.05
H -2.616807 1.047372 0.474677 0.05 -0.11 -0.03 0.09
H -1.735756 -0.096352 1.524127 -0.09 0.04 -0.15 0.08
H -2.921466 -0.708968 0.343858 0.08 0.13 0.04 0.09
H -0.362676 1.671529 -1.180264 0.02 -0.14 0.13 0.15
H 1.001140 2.154121 0.872049 -0.09 -0.18 -0.03 0.11
H 0.400326 0.616233 1.655801 0.05 0.05 -0.20 0.10
H 1.990743 0.764094 -1.019349 -0.14 -0.01 0.08 0.14
H 2.378126 -1.415558 0.155618 -0.05 0.01 -0.05 0.12
H 0.662254 -1.522655 0.574733 0.13 0.09 -0.10 0.12
H 0.280826 -1.674027 -1.690831 0.07 -0.08 0.00 0.08
```
Forces are in eV/Å.

Computed properties:
maximum force	0.3	eV/A
SMILES	CO[C@H]1C[C@H]1CO
energy above the lowest of the compared OMol25 structures with the same formula, charge and spin	58.4	kcal per mole
HOMO	-0.366	Eh
net charge	0

=====

Formula: C5H10O2
Source: OMol25
Level of theory: the ωB97M-V functional and the def2-TZVPD basis

The geometry in XYZ format:
```
17
Properties=species:S:1:pos:R:3:forces:R:3:lowdin_charge:R:1
C 2.294562 0.689292 -0.044355 0.37 -0.03 0.01 -0.10
O 0.893491 0.625506 0.000886 -0.14 0.17 -0.08 -0.16
C 0.372375 -0.595908 0.443248 -0.10 -0.21 -0.20 -0.31
C -0.583099 -0.557810 1.595591 -0.04 0.03 0.21 -0.04
C -1.098912 -0.753605 0.188137 -0.13 -0.05 -0.08 -0.21
C -1.782614 0.365218 -0.569970 -0.10 0.04 0.38 -0.24
O -1.546511 0.221575 -1.957329 0.29 0.08 -0.12 -0.06
H 2.693004 0.111516 -0.890577 -0.03 0.06 0.08 0.09
H 2.753683 0.307395 0.875488 -0.06 0.09 -0.01 0.09
H 2.563917 1.740696 -0.172285 0.00 -0.18 0.01 0.09
H 1.046205 -1.443223 0.310805 -0.19 0.10 0.03 0.15
H -0.631821 -1.401214 2.278356 0.06 0.14 -0.10 0.10
H -0.725871 0.415956 2.057064 -0.01 -0.12 -0.11 0.11
H -1.448722 -1.747200 -0.086981 0.09 0.15 0.11 0.14
H -2.870151 0.353836 -0.441880 0.18 -0.15 0.06 0.12
H -1.419357 1.336603 -0.208491 -0.06 -0.15 -0.03 0.12
H -0.585272 0.267686 -2.049472 -0.13 0.03 -0.16 0.08
```
Forces are in eV/Å.

Computed properties:
maximum force	0.4	eV/A
SMILES	CO[C@H]1C[C@H]1CO
energy above the lowest of the compared OMol25 structures with the same formula, charge and spin	60.3	kcal per mole
HOMO	-0.345	Eh
net charge	0

=====

Formula: C5H10O2
Source: OMol25
Level of theory: the ωB97M-V functional and the def2-TZVPD basis

The geometry in XYZ format:
```
17
Properties=species:S:1:pos:R:3:forces:R:3:lowdin_charge:R:1
C 0.208296 2.616586 0.342671 1.99 1.68 -1.75 -0.13
C -0.848045 -1.594611 1.773622 0.70 1.16 -3.31 0.08
C -0.630000 -1.107157 0.511883 0.45 -2.19 2.46 -0.44
O -0.387275 -1.937691 -0.527203 -0.15 -1.91 -1.60 -0.01
C -0.486944 0.234176 0.034005 0.03 3.35 -0.47 -0.06
C 0.185695 1.214726 0.752701 -1.19 -3.05 -1.37 -0.13
H -0.253068 2.702391 -0.657279 -0.20 0.18 0.62 0.08
H -0.144916 3.377828 1.018678 -0.94 -0.18 0.50 0.06
H 1.239144 3.083909 0.172451 -0.74 -1.19 0.18 0.10
H -0.887287 -2.641967 1.845958 -0.02 -1.18 0.50 0.04
H -0.723953 -0.972749 2.598958 -0.47 0.88 1.29 0.04
H -0.391741 -2.927191 -0.420761 -0.26 1.68 0.64 0.15
H -1.005728 0.386845 -1.020522 1.14 0.10 2.37 0.17
H 0.774599 0.799908 1.578281 -0.33 0.61 0.07 0.11
H 1.731261 -0.761788 -3.028395 -1.00 -0.35 -0.19 0.06
H 0.794242 -1.337604 -2.042101 -0.58 -0.80 3.07 -0.06
O 0.825721 -1.135611 -2.932947 1.57 1.21 -3.01 -0.05
```
Forces are in eV/Å.

Computed properties:
maximum force	3.6	eV/A
SMILES	C=C(O)/C=C/C.O
energy above the lowest of the compared OMol25 structures with the same formula, charge and spin	69.7	kcal per mole
HOMO	-0.312	Eh
net charge	0

=====

Formula: C5H10O2
Source: OMol25
Level of theory: the ωB97M-V functional and the def2-TZVPD basis

The geometry in XYZ format:
```
17
Properties=species:S:1:pos:R:3:forces:R:3:lowdin_charge:R:1
C -0.794109 -1.118072 1.233442 -0.13 -0.12 0.05 0.15
C -0.387742 0.703143 -0.368455 0.08 -0.21 -0.14 -0.36
C 0.874867 0.017869 -0.831778 -0.04 0.00 0.04 -0.15
C 1.724881 -0.203337 0.453852 0.18 -0.02 -0.04 -0.20
O 0.853760 -0.107252 1.586318 -0.08 0.09 -0.01 -0.15
C -1.488942 1.039914 -1.261202 -0.26 -0.21 -0.12 -0.16
O -0.600060 2.052377 -0.798546 0.10 0.25 0.04 -0.06
H -1.169278 -1.363190 0.247419 0.07 0.07 0.11 0.05
H -0.277761 -1.934073 1.732227 -0.05 0.14 -0.08 0.06
H -1.496429 -0.581472 1.860984 0.11 -0.06 -0.12 0.06
H 1.432132 0.598219 -1.576448 -0.06 -0.07 0.11 0.12
H 0.629931 -0.956042 -1.273968 -0.01 0.14 0.07 0.11
H 2.475376 0.583613 0.572010 -0.07 -0.11 -0.06 0.12
H 2.226745 -1.174153 0.487334 -0.07 0.14 -0.03 0.12
H 0.168665 0.580208 1.204720 0.03 -0.10 0.08 0.08
H -2.511757 1.097709 -0.880058 0.18 0.01 -0.04 0.10
H -1.418412 0.832540 -2.332345 0.02 0.04 0.16 0.11
```
Forces are in eV/Å.

Computed properties:
maximum force	0.3	eV/A
energy above the lowest of the compared OMol25 structures with the same formula, charge and spin	178.4	kcal per mole
HOMO (spin up / spin down)	-0.269 / -0.269	Eh
net charge	0

=====

Formula: C5H10O2
Source: OMol25
Level of theory: the ωB97M-V functional and the def2-TZVPD basis

The geometry in XYZ format:
```
17
Properties=species:S:1:pos:R:3:forces:R:3:lowdin_charge:R:1
O 2.298321 0.235693 1.064184 0.12 -0.16 -0.48 -0.03
C 2.280274 -0.280507 -0.025709 0.04 0.15 0.27 -0.20
C -0.116166 -1.737963 0.010999 -0.13 0.09 0.04 0.03
C -0.741714 -0.572761 0.073935 0.00 -0.33 0.01 -0.27
C -1.722088 0.146873 -0.812360 -0.06 -0.17 -0.30 -0.15
O -1.915605 1.154166 0.194172 -0.12 0.14 0.01 -0.13
C -0.997921 0.503530 1.099231 0.17 -0.10 0.28 -0.14
H 1.205444 2.383388 -0.390505 -0.08 0.01 -0.02 0.06
H 2.636033 -1.315787 -0.199578 0.00 0.13 0.11 0.09
H 1.912545 0.246833 -0.926011 0.09 0.01 0.12 0.06
H 0.391729 -2.159233 0.873601 0.08 0.13 -0.16 0.08
H -0.121463 -2.318068 -0.908940 -0.11 -0.02 0.18 0.08
H 0.524224 2.305589 -0.681371 0.06 0.06 0.01 0.06
H -2.622374 -0.459466 -0.976412 -0.01 0.22 -0.06 0.13
H -1.382202 0.559002 -1.771532 0.04 -0.04 0.19 0.12
H -0.149024 1.152076 1.354885 -0.08 -0.23 -0.09 0.10
H -1.480012 0.156633 2.021408 -0.02 0.10 -0.12 0.13
```
Forces are in eV/Å.

Computed properties:
maximum force	0.5	eV/A
SMILES	C=C1COC1.[H][H].C=O
energy above the lowest of the compared OMol25 structures with the same formula, charge and spin	110.0	kcal per mole
HOMO	-0.348	Eh
net charge	0

=====

Formula: C5H10O2
Source: OMol25
Level of theory: the ωB97M-V functional and the def2-TZVPD basis

The geometry in XYZ format:
```
17
Properties=species:S:1:pos:R:3:forces:R:3:lowdin_charge:R:1
C -0.894261 -0.011763 2.563789 0.00 -0.03 0.03 -0.07
C -0.755087 0.574565 1.180070 -0.05 0.17 0.20 -0.22
O -0.401678 -0.489856 0.252842 -0.19 0.02 -0.45 -0.10
C -0.700768 -0.225755 -0.979166 -0.19 -0.26 0.28 -0.05
C 1.795580 0.599568 -1.415244 0.10 0.06 -0.03 -0.02
C -0.523638 -1.323278 -1.938530 0.11 -0.02 -0.33 -0.28
O 0.152060 -1.385342 -2.944649 -0.28 -0.06 0.52 0.02
H 0.045128 -0.457317 2.901652 -0.11 0.05 -0.05 0.08
H -1.172135 0.779825 3.265941 0.04 -0.10 -0.09 0.08
H -1.673928 -0.777865 2.582064 0.09 0.08 0.01 0.08
H -1.678761 1.024560 0.808874 0.12 -0.05 0.07 0.12
H 0.045185 1.321399 1.127758 -0.08 -0.16 -0.01 0.12
H 0.730053 0.891220 -1.411895 0.32 0.09 -0.09 0.00
H 1.949340 -0.109343 -2.230651 0.08 0.23 0.17 0.03
H 2.357724 1.519100 -1.567576 0.15 -0.08 -0.02 0.03
H 2.054534 0.137974 -0.456478 -0.03 0.15 -0.19 0.04
H -1.329349 -2.067690 -1.738804 -0.05 -0.10 -0.03 0.13
```
Forces are in eV/Å.

Computed properties:
maximum force	0.6	eV/A
energy above the lowest of the compared OMol25 structures with the same formula, charge and spin	106.5	kcal per mole
HOMO	-0.320	Eh
net charge	0

=====

Formula: C5H10O2
Source: OMol25
Level of theory: the ωB97M-V functional and the def2-TZVPD basis

The geometry in XYZ format:
```
17
Properties=species:S:1:pos:R:3:forces:R:3:lowdin_charge:R:1
C -1.935825 1.031571 -0.287435 -0.02 0.00 -0.01 -0.03
C -0.601377 0.735775 0.365714 -0.11 -0.06 0.15 -0.35
C -0.336541 -0.772829 0.517787 -0.19 0.00 -0.04 -0.18
O 1.033123 -1.042155 0.672561 -0.01 0.00 0.09 -0.19
C 1.619274 1.558895 0.009240 -0.43 -0.02 0.07 0.07
C 1.659585 -1.501197 -0.514800 0.16 -0.13 -0.18 -0.10
O 0.445995 1.268515 -0.479698 0.38 0.14 -0.02 -0.17
H -2.067607 2.107378 -0.431652 0.01 -0.14 0.06 0.09
H -2.758325 0.659776 0.332630 0.13 0.04 -0.07 0.09
H -1.991736 0.543509 -1.266153 0.01 0.07 0.14 0.09
H -0.503481 1.232241 1.339766 0.01 -0.08 -0.13 0.14
H -0.748499 -1.309517 -0.349206 0.08 0.08 0.08 0.13
H -0.859922 -1.130266 1.413325 0.04 0.06 -0.14 0.14
H 1.525495 1.482631 1.127950 0.05 0.05 -0.16 0.02
H 1.335730 -2.524411 -0.752472 0.03 0.13 0.04 0.09
H 1.448305 -0.845614 -1.367973 0.04 -0.11 0.14 0.09
H 2.735805 -1.494303 -0.329584 -0.16 -0.03 -0.02 0.10
```
Forces are in eV/Å.

Computed properties:
maximum force	0.4	eV/A
energy above the lowest of the compared OMol25 structures with the same formula, charge and spin	108.3	kcal per mole
HOMO	-0.308	Eh
net charge	0